[1]
Formula: C2H8NS
Source: the OMol25 dataset
Level of theory: ωB97M-V/def2-TZVPD

```
12
Properties=species:S:1:pos:R:3:nbo_charge:R:1
C 0.21 1.39 -0.74 -0.45
C -0.20 -0.47 1.04 -0.33
N 0.23 -0.06 -0.33 -0.54
S -1.13 -2.10 0.81 0.03
H -0.78 1.62 -1.08 0.24
H 0.60 2.13 0.02 0.26
H 0.71 1.58 -1.66 0.25
H 0.66 -0.23 1.67 0.25
H -1.05 0.06 1.27 0.23
H 1.29 -0.34 -0.45 0.45
H -0.40 -0.67 -0.93 0.46
H -0.16 -2.91 0.38 0.15
```

## Properties
**Energy relative to the best compared isomer or geometry (same formula, charge and spin)**: 23.6 kcal per mole
**Net charge**: +1
**Gap between HOMO and LUMO**: 0.396 Eh
**Highest occupied orbital energy**: -0.5356 hartree
**Energy**: -14521.152 eV


[2]
Formula: C21H18N5STc
Source: the OMol25 dataset
Level of theory: ωB97M-V/def2-TZVPD

```
46
Properties=species:S:1:pos:R:3:mulliken_spin:R:1
Tc 0.54 0.58 -0.26 2.73
C 3.51 -2.78 -2.41 0.00
N 2.09 -2.79 -1.97 0.01
C 1.37 -3.92 -1.65 0.02
C 0.13 -3.54 -1.24 0.01
N 0.07 -2.14 -1.40 0.02
C 1.28 -1.74 -1.90 0.00
S 1.67 -0.08 -2.24 0.11
C -1.18 -1.47 -1.38 -0.01
C -2.28 -2.04 -1.98 -0.02
C -3.54 -1.45 -1.81 0.02
C -3.64 -0.28 -1.08 0.00
C -2.49 0.29 -0.58 0.05
N -1.27 -0.29 -0.67 -0.05
H 4.06 -3.51 -1.89 0.00
H 3.92 -1.78 -2.17 0.00
H 3.53 -2.93 -3.46 0.00
H 1.83 -4.93 -1.57 0.00
H -0.75 -4.14 -0.89 0.00
H -2.14 -2.91 -2.60 0.00
H -4.36 -1.90 -2.36 0.00
H -4.60 0.13 -0.89 0.00
H -2.50 1.27 -0.13 0.00
C 0.44 -1.09 4.93 0.00
C 0.22 -1.62 3.65 0.01
C 0.06 -0.72 2.60 0.04
C 0.16 0.64 2.80 -0.03
C 0.36 1.19 4.08 -0.01
C 0.42 0.30 5.14 0.01
N 0.05 1.49 1.61 -0.04
N -0.23 2.68 1.66 0.05
C -0.04 3.30 0.37 0.05
C 0.04 4.67 0.28 0.02
C 0.23 5.24 -0.99 0.10
C 0.23 4.46 -2.09 -0.03
C 0.20 3.07 -2.01 0.08
C 0.17 2.47 -0.75 -0.13
H 0.57 -1.79 5.73 0.00
H 0.09 -2.69 3.49 0.00
H -0.21 -1.15 1.60 -0.02
H 0.52 2.21 4.21 0.00
H 0.56 0.71 6.13 0.00
H -0.04 5.24 1.19 0.00
H 0.36 6.32 -1.07 0.00
H 0.33 4.92 -3.07 0.00
H 0.26 2.52 -2.96 -0.01
```

## Properties
**Net charge**: +3
**Gap between HOMO and LUMO (alpha / beta)**: 0.221 / 0.200 Eh
**Highest occupied orbital energy (alpha / beta)**: -0.6537 / -0.6536 hartree
**Energy**: -42523.268 eV
**Expectation value of S²**: 3.806
**Spin multiplicity**: 4


[3]
Formula: C39H33ClIrN3O2Te
Source: the OMol25 dataset
Level of theory: ωB97M-V/def2-TZVPD

```
80
Properties=species:S:1:pos:R:3:mulliken_spin:R:1
Ir 0.33 -1.79 0.15 1.46
Cl -5.94 -3.88 -2.80 0.01
C -4.38 -3.26 -2.39 0.03
C -3.81 -2.25 -3.18 0.00
C -2.59 -1.73 -2.88 -0.01
C -1.87 -2.18 -1.75 0.09
O -0.72 -1.59 -1.52 0.16
C -2.41 -3.23 -0.97 0.00
C -1.73 -3.88 0.09 -0.04
N -0.56 -3.55 0.56 0.00
C 0.08 -4.31 1.57 -0.02
C -0.16 -5.62 1.87 0.00
C 0.53 -6.24 2.94 0.00
C 1.46 -5.54 3.67 0.01
C 1.76 -4.20 3.35 0.00
C 2.72 -3.42 4.03 0.00
C 2.95 -2.13 3.63 -0.01
C 2.25 -1.61 2.53 0.00
N 1.35 -2.32 1.88 -0.03
C 1.08 -3.60 2.28 0.05
C -3.69 -3.75 -1.32 -0.02
H -4.36 -1.89 -4.04 0.00
H -2.14 -0.96 -3.49 0.00
H -2.22 -4.74 0.54 0.00
H -0.87 -6.21 1.30 0.00
H 0.32 -7.27 3.17 0.00
H 1.98 -6.02 4.49 0.00
H 3.25 -3.85 4.87 0.00
H 3.67 -1.51 4.14 0.00
H 2.41 -0.60 2.19 0.00
H -4.11 -4.56 -0.72 0.00
C -1.35 7.69 -3.23 0.00
C -0.99 6.33 -2.71 0.02
C 0.33 5.94 -2.58 0.01
C 0.69 4.68 -2.11 -0.06
C 2.14 4.29 -2.01 0.07
C -0.36 3.84 -1.75 0.13
Te 0.16 1.98 -0.84 0.91
N 1.19 -0.07 -0.14 0.67
C 2.46 0.07 -0.64 0.04
O 2.94 1.13 -1.01 0.16
C 3.18 -1.24 -0.63 0.01
C 2.56 -2.36 -1.21 0.07
C 3.13 -3.62 -1.07 0.06
C 4.31 -3.76 -0.35 -0.01
C 4.94 -2.65 0.18 0.06
C 4.38 -1.38 0.04 -0.03
C -0.63 2.41 1.03 0.13
C -0.17 3.59 1.62 -0.06
C -0.63 3.95 2.88 -0.01
C -1.54 3.13 3.53 0.02
C -2.00 1.97 2.93 0.01
C -1.55 1.58 1.67 -0.09
C -2.07 0.30 1.07 0.15
C -1.71 4.16 -1.89 -0.01
C -2.83 3.23 -1.53 0.06
C -2.00 5.43 -2.37 0.02
H -0.46 8.30 -3.39 0.00
H -2.00 8.22 -2.53 0.00
H -1.89 7.61 -4.17 0.00
H 1.12 6.63 -2.86 0.00
H 2.76 5.03 -2.52 0.00
H 2.34 3.32 -2.46 0.00
H 2.47 4.25 -0.97 0.00
H 1.73 -2.22 -1.91 0.00
H 2.67 -4.48 -1.54 0.00
H 4.75 -4.74 -0.24 0.00
H 5.88 -2.77 0.71 0.00
H 4.87 -0.51 0.46 0.00
H 0.52 4.23 1.09 -0.01
H -0.28 4.86 3.34 0.00
H -1.91 3.41 4.50 0.00
H -2.73 1.36 3.44 0.00
H -2.93 -0.07 1.61 0.00
H -1.29 -0.48 1.13 0.01
H -2.34 0.41 0.02 0.00
H -2.52 2.18 -1.51 0.01
H -3.63 3.30 -2.26 0.00
H -3.24 3.47 -0.55 0.00
H -3.04 5.72 -2.48 0.00
```

## Properties
**Net charge**: +2
**Gap between HOMO and LUMO (alpha / beta)**: 0.263 / 0.186 Eh
**Highest occupied orbital energy (alpha / beta)**: -0.4885 / -0.4858 hartree
**Energy**: -72182.363 eV
**Expectation value of S²**: 6.038
**Spin multiplicity**: 5


[4]
Formula: C4H8O2
Source: the OMol25 dataset
Level of theory: ωB97M-V/def2-TZVPD

```
14
Properties=species:S:1:pos:R:3:nbo_charge:R:1
O -0.78 -0.02 -2.02 -0.54
C -0.66 -0.50 -0.91 0.42
C 0.28 0.04 0.05 -0.37
C 0.81 -0.92 1.08 -0.05
O -0.22 -0.66 2.02 -0.53
C -0.83 0.34 1.21 -0.03
H 0.53 1.47 -2.67 0.03
H -1.25 -1.40 -0.69 0.13
H 0.91 0.85 -0.31 0.25
H 1.15 1.88 -2.79 -0.05
H 1.78 -0.62 1.48 0.18
H 0.84 -1.98 0.84 0.18
H -1.91 0.16 1.13 0.19
H -0.65 1.35 1.58 0.18
```

## Properties
**Energy relative to the best compared isomer or geometry (same formula, charge and spin)**: 86.0 kcal per mole
**Gap between HOMO and LUMO**: 0.394 Eh
**Highest occupied orbital energy**: -0.3586 hartree
**Energy**: -8369.555 eV


no.,largest force on an atom (hartree/bohr),molar mass (g mol⁻¹)
1,0.0545,78.16
2,0.0492,470.48
3,0.0133,930.98
4,0.0541,88.11